*one*
Molecular formula: C6H15N2
Method: DFT, ωB97M-V/def2-TZVPD

Geometry as ORCA input:
```
! RIJCOSX wB97M-V def2-TZVPD def2/J DEFGRID3
* xyz 1 1
C 0.644 -0.839 -2.067
C 1.591 -0.727 -0.845
C 0.815 -0.473 0.410
N -2.116 1.766 0.768
C -1.298 0.624 0.799
C 0.027 0.751 0.578
C 0.771 2.030 0.371
N -0.324 -2.632 0.284
H -0.059 -0.014 -2.138
H 1.264 -0.762 -2.943
H 2.103 -1.699 -0.818
H 2.435 -0.040 -1.122
H 0.020 -1.568 0.352
H 1.368 -0.719 1.319
H -2.348 2.202 1.654
H -2.935 1.722 0.176
H -1.691 -0.354 1.062
H 1.827 1.874 0.092
H 0.674 2.786 1.152
H 0.317 2.426 -0.541
H 0.065 -1.749 -2.019
H 0.275 -3.439 0.192
H -1.233 -2.893 0.634
*
```

The HOMO-LUMO gap comes out at 5.960 eV. The HOMO energy comes out at -13.3 eV.


*two*
Molecular formula: C6H15N2
Method: DFT, ωB97M-V/def2-TZVPD

Geometry as ORCA input:
```
! RIJCOSX wB97M-V def2-TZVPD def2/J DEFGRID3
* xyz 1 1
C -1.252 -0.646 -1.303
C -0.620 0.429 -0.552
C 0.555 0.237 0.279
C 1.561 -0.600 -0.054
N 2.538 -0.988 0.869
C 0.676 1.019 1.603
C 0.039 0.039 2.623
N -1.776 -0.037 -2.801
H -0.550 -1.405 -1.665
H -2.300 -0.676 -0.912
H -0.585 1.308 -1.279
H -1.410 0.947 0.104
H 1.459 -0.910 -1.094
H 2.632 -0.148 1.467
H 3.373 -1.014 0.291
H -0.060 1.888 1.592
H 1.693 1.339 1.675
H -0.782 0.348 3.047
H -0.233 -0.894 2.199
H 0.874 -0.363 3.249
H -2.413 0.737 -2.689
H -1.015 0.282 -3.344
H -2.403 -0.894 -3.305
*
```

The HOMO-LUMO gap comes out at 7.483 eV. The HOMO energy comes out at -11.3 eV.


Which is most stable, and by how much? *two*, by 1.582 eV.


*one*
Molecular formula: C6H15N2
Method: DFT, ωB97M-V/def2-TZVPD

Geometry as ORCA input:
```
! RIJCOSX wB97M-V def2-TZVPD def2/J DEFGRID3
* xyz 1 1
C 0.160 -1.454 -0.092
N 0.851 -0.997 -1.291
C 0.976 -2.084 -2.247
C -0.078 -0.238 0.844
N -1.006 0.597 0.132
C -0.945 1.904 0.783
C 0.335 1.925 1.700
C 1.072 0.679 1.223
H 0.759 -2.251 0.359
H -0.836 -1.895 -0.242
H 0.202 -0.267 -1.615
H 0.083 -2.530 -2.695
H 1.625 -1.760 -3.065
H 1.576 -2.883 -1.807
H -0.623 -0.589 1.734
H -6.257 -0.387 -2.620
H -5.913 0.038 -3.100
H -0.690 2.775 0.166
H -1.925 1.936 1.280
H 0.057 2.018 2.750
H 0.979 2.768 1.460
H 1.598 1.002 0.323
H 1.737 0.170 1.914
*
```

The HOMO-LUMO gap comes out at 5.345 eV. The HOMO energy comes out at -13.6 eV.


*two*
Molecular formula: C6H15N2
Method: DFT, ωB97M-V/def2-TZVPD

Geometry as ORCA input:
```
! RIJCOSX wB97M-V def2-TZVPD def2/J DEFGRID3
* xyz 1 1
C -0.338 -1.914 -0.168
C 1.676 1.506 -0.469
C -2.901 0.225 0.225
C 1.706 0.206 0.390
C -1.617 0.001 -0.622
C 0.247 0.056 0.966
N 2.297 -1.041 -0.060
N -0.569 -0.680 0.069
H -0.958 -2.653 -0.729
H 0.653 -2.349 0.068
H 2.573 1.502 -0.974
H 0.991 1.565 -1.332
H 1.523 2.326 0.176
H -3.778 0.162 -0.377
H -2.796 -0.625 0.915
H -3.052 1.134 0.781
H 2.407 0.602 1.105
H 2.325 -1.035 -1.069
H -1.485 1.076 -0.762
H -1.934 -0.601 -1.453
H 0.406 -0.539 2.017
H -0.270 0.938 1.264
H 3.278 -1.188 0.173
*
```

The HOMO-LUMO gap comes out at 9.275 eV. The HOMO energy comes out at -13.9 eV.


*three*
Molecular formula: C6H15N2
Method: DFT, ωB97M-V/def2-TZVPD

Geometry as ORCA input:
```
! RIJCOSX wB97M-V def2-TZVPD def2/J DEFGRID3
* xyz 1 1
C 0.428 -0.853 -2.426
C 0.800 0.504 -1.784
C 0.402 0.500 -0.322
C 1.359 0.427 0.685
N 1.094 0.829 1.953
C -0.951 0.586 -0.044
C -2.064 1.096 -0.871
N -0.014 -1.832 2.945
H -0.662 -0.885 -2.466
H 0.770 -1.709 -1.842
H 1.864 0.734 -1.865
H 0.252 1.304 -2.275
H 2.359 0.035 0.541
H 1.748 1.499 2.341
H 0.221 0.739 2.435
H -1.350 0.057 0.824
H 0.050 -2.385 3.773
H -2.854 0.340 -0.815
H -2.485 2.007 -0.435
H -1.891 1.280 -1.930
H 0.822 -0.958 -3.434
H -0.486 -2.272 2.179
H 0.587 -1.044 2.835
*
```

The HOMO-LUMO gap comes out at 6.865 eV. The HOMO energy comes out at -12.9 eV.


Which is most stable, and by how much? *three*, by 0.300 eV.


*one*
Molecular formula: C6H15N2
Method: DFT, ωB97M-V/def2-TZVPD

Geometry as ORCA input:
```
! RIJCOSX wB97M-V def2-TZVPD def2/J DEFGRID3
* xyz 1 1
N -1.087 0.837 0.144
C -0.291 1.374 1.282
C -0.530 0.906 3.691
C -1.037 1.398 2.580
H -1.805 1.506 -0.120
H -1.602 0.018 0.466
H 0.019 2.382 1.005
H 0.612 0.773 1.393
H -1.052 0.952 4.637
H 0.447 0.441 3.698
H -2.016 1.865 2.564
C -0.050 -2.366 -2.004
C 0.945 -1.507 -1.235
C 1.449 0.578 -2.279
N 0.715 -0.081 -1.496
H -1.069 -2.200 -1.664
H -0.009 -2.164 -3.070
H 0.196 -3.412 -1.844
H 0.820 -1.667 -0.161
H 1.973 -1.761 -1.498
H 1.226 1.626 -2.463
H 2.296 0.115 -2.788
H -0.149 0.388 -0.839
*
```

The HOMO-LUMO gap comes out at 9.657 eV. The HOMO energy comes out at -13.4 eV.


*two*
Molecular formula: C6H15N2
Method: DFT, ωB97M-V/def2-TZVPD

Geometry as ORCA input:
```
! RIJCOSX wB97M-V def2-TZVPD def2/J DEFGRID3
* xyz 1 1
C -2.574 0.838 0.298
C -2.097 -0.212 -0.616
C 0.887 0.634 -1.317
C 1.120 0.895 1.166
C 2.271 -0.997 -0.009
C 1.027 -0.102 0.016
N -3.022 -0.540 0.236
N -0.165 -0.962 0.207
H -1.983 1.113 1.160
H -3.222 1.620 -0.083
H -1.814 -0.447 -1.618
H 0.054 1.329 -1.286
H 1.792 1.201 -1.518
H 0.746 -0.066 -2.136
H 0.277 1.581 1.166
H 2.029 1.481 1.061
H 1.164 0.385 2.125
H 3.157 -0.390 -0.177
H 2.393 -1.521 0.935
H 2.211 -1.728 -0.813
H -3.835 -1.117 0.352
H -0.335 -1.176 1.183
H -0.082 -1.821 -0.332
*
```

The HOMO-LUMO gap comes out at 10.205 eV. The HOMO energy comes out at -14.1 eV.


Which is most stable, and by how much? *one*, by 1.380 eV.